C4H5NO2 | ωB97M-V with the def2-TZVPD basis set

Last column: Mulliken charge in e.
Geometry (Å):
N  0.630  1.314  0.952  -0.559
C  0.154  0.347  0.048  0.261
C  -1.182  0.238  -0.610  -0.641
C  -0.714  -1.005  0.051  -0.009
O  0.216  -1.752  -0.681  -0.360
C  1.103  -0.708  -0.476  0.462
O  2.292  -0.808  -0.439  -0.549
H  0.412  2.275  0.722  0.232
H  1.599  1.195  1.232  0.255
H  -2.122  -0.132  -0.138  0.288
H  -1.275  0.345  -1.680  0.246
H  -1.079  -1.368  1.002  0.374

HOMO energy	-9.0	eV
largest force on an atom	0.0559	hartree/bohr
E	-360.5311	hartree
net charge	0
Kohn-Sham gap	9.9	eV